Below is a structure of composition C17H16N6O5SSbSe4Tb, with properties calculated with ωB97M-V/def2-TZVPD.

```
51
Properties=species:S:1:pos:R:3:forces:R:3:lowdin_charge:R:1
Tb 0.352 -1.985 0.451 -0.3 0.8 -0.1 1.11
O 5.635 1.752 0.994 0.4 -0.1 0.2 0.05
C 4.591 0.891 0.864 -0.6 -0.3 1.3 -0.25
C 3.701 0.745 1.998 1.8 0.2 -2.6 0.08
C 2.618 -0.036 1.800 -1.0 -0.2 1.2 -0.21
N 2.356 -0.622 0.661 0.5 -0.5 -1.4 0.04
C 3.186 -0.513 -0.379 0.5 0.7 0.0 -0.15
C 4.402 0.204 -0.347 -1.0 0.3 1.2 0.09
C 2.585 -1.001 -1.672 0.0 -0.2 -0.9 -0.63
O 3.158 -0.689 -2.712 0.0 -0.1 0.1 0.03
O 1.468 -1.615 -1.558 -0.1 0.1 0.3 -0.20
C 1.520 -0.163 2.852 -0.6 0.3 -0.2 -0.62
O 1.685 0.466 3.879 0.2 0.3 0.9 0.04
O 0.468 -0.812 2.510 0.4 -0.3 -0.8 -0.19
H 5.724 1.983 1.933 -0.1 0.0 -0.5 0.11
H 3.828 1.299 2.893 0.1 0.3 0.7 0.11
H 5.059 0.342 -1.213 -0.5 -0.2 0.4 0.13
N 0.364 1.387 -2.049 -1.5 1.5 1.8 0.16
C -0.533 2.433 -1.957 1.1 0.0 -2.1 -0.22
C -0.865 3.263 -3.093 1.4 -2.0 1.0 -0.05
C -1.684 4.344 -2.917 -1.5 2.0 -0.5 -0.14
C -2.232 4.710 -1.668 0.4 -0.5 -1.4 -0.08
C -1.933 3.864 -0.587 -1.3 0.7 1.5 -0.18
C -2.535 4.070 0.729 1.0 0.4 0.2 -0.01
C -2.166 3.255 1.778 0.0 0.5 -1.9 -0.05
C -1.269 2.190 1.512 -0.7 0.0 0.4 -0.14
N -0.736 1.980 0.356 0.2 -0.9 -0.2 0.12
C -1.080 2.758 -0.702 0.0 0.3 0.2 -0.20
H 0.683 1.132 -2.931 0.6 -0.8 -1.3 0.08
H 0.422 0.759 -1.251 0.1 0.2 -0.6 0.05
H -0.401 3.048 -4.082 -0.5 0.1 0.9 0.11
H -1.944 4.930 -3.859 0.3 -0.6 1.5 0.11
H -2.899 5.575 -1.560 0.3 -0.5 0.0 0.10
H -3.149 4.981 0.889 0.3 -0.8 -0.2 0.11
H -2.478 3.372 2.781 -0.6 0.3 0.8 0.08
H -1.147 1.466 2.311 0.7 -0.1 -0.1 0.11
N -1.741 -2.822 1.449 -0.1 -0.6 -0.3 -0.13
N -2.478 -3.293 0.330 -0.2 1.0 0.4 -0.10
C -2.654 -2.541 -0.733 0.9 1.3 -0.5 -0.90
N -3.196 -3.090 -1.820 -0.6 0.3 -0.2 0.08
S -2.062 -0.912 -0.869 -0.1 -0.4 0.6 0.55
H -1.693 -3.675 2.056 0.1 0.1 -0.1 -0.07
H -2.275 -2.138 1.956 -0.5 0.4 0.2 0.09
H -2.805 -4.251 0.408 0.1 -0.6 0.1 0.00
H -3.036 -4.098 -1.810 -0.2 -0.2 -0.9 0.01
H -3.323 -2.455 -2.638 0.5 -1.4 1.1 0.11
Se -2.368 -5.902 2.340 0.2 0.2 0.5 -0.17
Sb -0.268 -6.169 1.037 -0.5 -0.7 0.2 -0.38
Se 1.347 -4.257 1.288 0.8 -0.6 0.5 -0.08
Se 1.007 -8.156 1.525 0.1 0.0 0.1 -0.31
Se -1.212 -6.003 -1.173 -0.1 0.2 -1.1 -0.21
```
Forces are in eV/Å.

Values from the calculation:
Multiplicity: 7
Net charge: -2
E_HOMO (spin up / spin down) in eV: -1.640 / -1.640

Below is a cluster of 2 separate species, C7H8N2O3 in total, with properties calculated with ωB97M-V/def2-TZVPD.

```
20
Properties=species:S:1:pos:R:3:forces:R:3:lowdin_charge:R:1
C -1.220 -1.486 1.359 2.3 -2.3 -0.6 -0.11
C -0.147 -2.042 0.624 -2.2 -3.3 1.5 -0.11
C -1.157 -0.189 1.630 -1.8 2.3 0.5 -0.08
C 0.829 -1.273 0.065 3.0 3.2 -2.3 -0.04
C -1.259 0.454 -1.745 -0.7 -0.6 -0.1 -0.41
C -0.091 0.756 1.235 0.3 -1.8 0.2 -0.12
C 0.809 0.119 0.291 -0.4 -5.6 -0.4 -0.26
N -1.063 1.574 -2.065 0.2 -1.0 -0.6 0.25
N 1.517 0.923 -0.475 3.8 4.0 -3.2 -0.22
O -1.488 -0.680 -1.557 0.0 0.4 -0.2 0.15
O 2.403 0.329 -1.437 -2.2 -4.1 4.2 0.10
O 1.651 2.190 -0.361 -0.4 -1.6 0.1 0.01
H -1.904 -2.175 1.809 -0.8 0.1 -0.1 0.11
H -0.067 -3.137 0.432 -0.4 0.9 0.3 0.12
H -2.042 0.293 2.016 -0.1 0.0 0.6 0.11
H 1.513 -1.770 -0.731 -1.1 1.3 1.6 0.15
H -0.437 1.634 0.784 -0.7 1.6 -0.2 0.10
H 0.535 0.964 2.083 0.2 0.8 0.9 0.14
H 2.627 0.982 -1.997 1.0 4.1 -2.9 0.04
H -1.010 2.535 -1.957 0.1 1.2 0.5 0.08
```
Forces are in eV/Å.

Values from the calculation:
Multiplicity: 3
E_HOMO (spin up / spin down) in eV: -6.008 / -9.286

Below is an isolated molecule of C6H7N, with properties calculated with ωB97M-V/def2-TZVPD.

```
14
Properties=species:S:1:pos:R:3:forces:R:3:lowdin_charge:R:1
C -0.341 -0.658 0.543 -0.5 1.0 0.1 -0.10
C -1.040 0.652 0.317 -1.6 -0.5 -0.2 -0.29
C 0.971 0.081 0.042 -2.8 -0.4 0.0 -0.29
C 2.219 -0.232 -0.085 1.9 1.0 -0.8 0.05
C -1.744 -0.960 -0.244 -0.2 -4.2 -1.2 -0.22
C 0.249 1.380 -0.043 -1.8 3.8 0.1 -0.08
N -2.288 0.384 -0.155 4.1 1.0 1.5 0.09
H -0.144 -0.975 1.577 -0.8 -0.4 -0.5 0.14
H 2.491 -1.257 -0.046 0.6 -0.6 0.1 0.06
H 2.970 0.574 -0.333 -0.8 -1.2 0.4 0.10
H -1.435 -1.104 -1.341 -0.6 -0.2 1.5 0.12
H -2.419 -1.910 0.098 1.5 2.2 -0.6 0.14
H 0.031 1.813 -1.070 1.0 -0.1 1.1 0.14
H 0.479 2.212 0.738 0.1 -1.3 -1.5 0.15
```
Forces are in eV/Å.

Values from the calculation:
E_HOMO in eV: -8.930

Let's list relative energy (zero: lowest compared OMol25 entry of this formula, charge and spin) in order: 52.3; 50.5; 128.0 kcal per mole.
Let's list F_max in order: 3.20; 6.37; 4.49 eV Å⁻¹.